No. 1
C28H37NO5Si2Ti as an isolated structure. Source: OMol25; level of theory: ωB97M-V with the def2-TZVPD basis set.

Last column: Mulliken charge in e.
Geometry (Å):
Ti  -0.49371  -1.02994  -0.24004  -0.500
O  -2.14941  -2.05192  3.68029  -0.604
C  -1.13333  -1.95912  2.80858  0.312
O  -1.21832  -1.27229  1.81190  0.634
C  0.08327  -2.73451  3.23966  -0.899
O  1.04544  -2.84946  2.25128  -0.174
C  0.70804  -3.80522  1.23896  -0.775
C  -0.26310  -3.26072  0.15448  0.630
O  -0.89020  -4.14157  -0.41807  -0.773
O  -2.16339  -1.29930  -1.08243  -0.204
H  -2.86917  -1.50100  3.33743  0.410
H  -0.24598  -3.71032  3.62069  0.472
H  0.51853  -2.17435  4.07499  0.401
H  0.30028  -4.71812  1.69627  0.356
H  1.65001  -4.05100  0.74415  0.262
C  3.39303  2.33063  1.83071  -1.213
Si  2.64889  0.85663  0.88942  -0.131
C  3.58513  0.79428  -0.73859  -0.911
C  3.24966  -0.62554  1.87108  -0.892
C  0.80281  0.91992  0.71204  3.167
C  0.30310  1.66525  -0.45740  -1.774
C  0.89330  2.77793  -1.08416  -0.644
C  0.25745  3.38404  -2.14563  -1.021
C  -0.96143  2.88753  -2.60063  -0.789
C  -1.47191  1.76916  -1.97218  -0.690
N  -0.86123  1.18328  -0.94267  0.614
Si  -0.09551  1.65542  2.15735  0.575
C  0.41534  0.98989  3.84995  -1.047
C  0.21971  3.51978  2.30251  -1.359
C  -1.98114  1.59588  2.08153  -1.195
H  4.48352  2.29810  1.74681  0.367
H  3.14364  2.28280  2.89461  0.286
H  3.05629  3.30066  1.45782  0.329
H  4.65608  0.87341  -0.52682  0.522
H  3.31763  1.60411  -1.42008  0.323
H  3.40550  -0.14278  -1.26640  0.149
H  4.33566  -0.55102  1.98287  0.415
H  3.01773  -1.55832  1.36219  0.109
H  2.81236  -0.68252  2.87267  0.198
H  1.83271  3.16314  -0.71099  0.425
H  0.70433  4.24828  -2.62361  0.429
H  -1.48431  3.33903  -3.43214  0.460
H  -2.39460  1.30681  -2.30492  0.178
H  1.49596  0.85424  3.94094  0.252
H  -0.06550  0.04196  4.09426  0.205
H  0.10675  1.71115  4.61095  0.492
H  1.22681  3.74665  2.65278  0.309
H  -0.49153  3.95983  3.00864  0.407
H  0.07922  4.01654  1.33831  0.317
H  -2.36572  0.59635  1.89021  -0.113
H  -2.35505  2.25100  1.29196  0.293
H  -2.39144  1.95530  3.03124  0.576
C  2.97870  -1.50629  -3.95605  -0.485
C  2.09390  -0.43707  -3.94789  -0.785
C  1.14229  -0.32224  -2.93946  -0.022
C  1.00801  -1.25569  -1.89773  0.920
C  1.90143  -2.33692  -1.96897  0.173
C  2.87295  -2.46330  -2.95737  -0.845
H  3.73137  -1.59636  -4.73102  0.340
H  2.15106  0.31811  -4.72574  0.404
H  0.48893  0.54114  -2.98326  0.149
H  1.85022  -3.12439  -1.22601  0.054
H  3.54500  -3.31560  -2.95120  0.372
C  -5.90169  -0.53275  -2.66343  -0.530
C  -5.50370  0.06669  -1.47388  -0.691
C  -4.25203  -0.18685  -0.93483  0.093
C  -3.35699  -1.05484  -1.57660  -0.182
C  -3.76602  -1.65789  -2.77356  -0.375
C  -5.01788  -1.39720  -3.30291  -0.529
H  -6.87901  -0.33192  -3.08280  0.372
H  -6.17371  0.74711  -0.96053  0.376
H  -3.93266  0.29199  -0.01650  0.221
H  -3.07209  -2.33009  -3.26240  0.453
H  -5.31030  -1.87560  -4.23068  0.352

As for the net charge: -1. Its HOMO energy (alpha / beta) is -4.042 / -4.157 eV. The value obtained for the HOMO-LUMO gap (alpha / beta) is 6.460 / 6.574 eV. The multiplicity is 2.



No. 2
One molecule with the formula CBrF2NO2 in a non-equilibrium geometry. Source: OMol25; level of theory: ωB97M-V with the def2-TZVPD basis set.

Last column: Mulliken charge in e.
Geometry (Å):
C  0.50994  -0.39723  0.19902  0.457
N  -0.68195  0.38652  -0.63297  0.856
O  -0.66058  -0.08744  -1.75034  -0.502
O  -1.22373  1.32106  -0.16674  -0.522
F  1.64391  0.22551  0.02894  -0.168
F  0.43229  -1.68872  -0.12528  -0.189
Br  -0.01988  0.24030  2.44736  0.068

As for the net charge: 0. Its HOMO energy (alpha / beta) is -8.190 / -11.179 eV. The value obtained for the HOMO-LUMO gap (alpha / beta) is 8.158 / 6.814 eV. The multiplicity is 3.



No. 3
A 10-piece molecular cluster, C40H60O20 overall in a non-equilibrium geometry. Source: OMol25; level of theory: ωB97M-V with the def2-TZVPD basis set.

Last column: Mulliken charge in e.
Geometry (Å):
O  -3.27435  -6.37163  6.02191  -0.606
C  -2.78374  -5.62389  5.22688  0.190
O  -1.46576  -5.48673  5.04817  -0.372
C  -1.12799  -4.36989  4.21791  0.287
C  -2.48563  -3.64033  3.97483  0.319
C  -3.47395  -4.75437  4.18798  -0.367
H  -0.55975  -4.66838  3.34426  -0.066
H  -0.50016  -3.70911  4.81573  -0.139
H  -2.57616  -3.08533  3.04122  -0.166
H  -2.69495  -2.85060  4.70058  0.223
H  -3.65860  -5.40373  3.33195  0.224
H  -4.36032  -4.31129  4.63907  0.454
O  1.75458  -4.09838  3.05053  -0.552
C  1.80546  -4.41144  1.88218  0.516
O  2.65347  -5.35858  1.45692  -0.404
C  2.35358  -5.64754  0.07259  -0.564
C  1.00383  -5.02940  -0.19767  -0.656
C  0.98966  -3.86025  0.74973  0.547
H  2.39434  -6.73372  0.02067  0.385
H  3.04124  -5.18996  -0.64512  0.266
H  0.22543  -5.75427  0.06871  0.266
H  0.74634  -4.75546  -1.22008  0.421
H  -0.00524  -3.52643  1.05104  -0.164
H  1.37347  -2.94168  0.29427  -0.001
O  -8.31699  -3.95199  0.74423  -0.563
C  -7.23825  -3.56933  1.07292  0.444
O  -6.14839  -4.37056  1.25747  -0.388
C  -4.99436  -3.54665  1.46999  -0.008
C  -5.42184  -2.18794  0.90717  -0.095
C  -6.86770  -2.09505  1.28031  -0.494
H  -4.09427  -3.89295  0.97332  0.351
H  -4.91151  -3.33998  2.53825  -0.077
H  -5.33778  -2.22358  -0.18421  0.282
H  -4.57497  -1.55616  1.19462  -0.054
H  -7.55621  -1.61577  0.58971  0.297
H  -7.16838  -1.89751  2.31177  0.260
O  1.89162  0.10462  4.09057  -0.637
C  2.08049  -0.89157  4.75700  0.709
O  1.38972  -1.11087  5.85081  -0.407
C  2.07288  -2.05636  6.71291  -0.558
C  3.04613  -2.77249  5.77837  -0.512
C  3.34371  -1.79840  4.59161  -0.142
H  1.44577  -2.80828  7.18536  0.361
H  2.52434  -1.40852  7.46253  0.340
H  2.59898  -3.71676  5.47560  0.146
H  3.91910  -3.04229  6.37755  0.404
H  3.31544  -2.44430  3.71911  -0.124
H  4.28287  -1.26867  4.70965  0.489
O  -2.94006  4.46807  -6.35466  -0.572
C  -2.93804  4.17632  -5.19224  0.431
O  -3.53933  3.07308  -4.76570  -0.395
C  -3.62262  2.95550  -3.32922  -0.512
C  -2.61274  3.95394  -2.81551  0.551
C  -2.21525  4.81589  -4.01559  -0.069
H  -3.50771  1.90495  -3.07193  0.274
H  -4.63746  3.19700  -3.00642  0.276
H  -1.71542  3.51498  -2.36745  -0.643
H  -2.90915  4.56802  -1.96097  0.516
H  -1.12758  4.79852  -3.93242  -0.165
H  -2.45500  5.86637  -3.84768  0.327
O  4.06269  2.80021  -1.02372  -0.565
C  3.65998  2.83899  -2.14438  0.334
O  4.08509  3.81320  -2.99705  -0.405
C  3.50707  3.75317  -4.26641  -0.777
C  2.17739  2.98014  -4.01692  -0.041
C  2.54863  2.06989  -2.82896  0.638
H  3.98513  3.14452  -5.03915  0.314
H  3.31572  4.74119  -4.67788  0.402
H  1.97765  2.44724  -4.94615  0.525
H  1.41999  3.74029  -3.83362  -0.386
H  2.88345  1.05926  -3.05504  0.531
H  1.72161  2.09565  -2.11829  -0.613
O  0.23287  -2.08638  -5.98446  -0.568
C  -0.34925  -1.13940  -5.55542  0.390
O  -0.96836  -0.20293  -6.32300  -0.392
C  -1.56137  0.81685  -5.50190  -0.430
C  -0.90510  0.63035  -4.14688  1.335
C  -0.55224  -0.83687  -4.08567  -0.463
H  -2.61719  0.54389  -5.52898  0.308
H  -1.34252  1.83287  -5.82159  0.276
H  -1.52457  0.94653  -3.30583  -0.383
H  0.02529  1.19745  -4.07715  -0.578
H  -1.27780  -1.47500  -3.57851  0.305
H  0.33908  -0.96688  -3.47162  0.170
O  0.86127  4.54590  0.24491  -0.624
C  0.70655  5.52751  -0.42396  0.450
O  1.13703  5.47162  -1.67860  -0.131
C  1.23414  6.75670  -2.30222  -0.405
C  0.63094  7.77102  -1.28677  -0.619
C  0.21200  6.90112  -0.07764  -0.466
H  0.70660  6.82133  -3.25444  0.324
H  2.28502  6.88268  -2.56498  0.289
H  -0.19036  8.22409  -1.83332  0.293
H  1.35050  8.49455  -0.91243  0.289
H  -0.87526  6.91290  0.00584  0.224
H  0.62406  7.15309  0.89656  0.370
O  5.65681  -0.82437  -1.76132  -0.616
C  5.27100  -0.56856  -0.66485  0.488
O  3.98508  -0.83753  -0.29501  -0.374
C  3.63829  -0.13592  0.93410  0.337
C  4.99060  -0.05818  1.64785  -0.599
C  5.88547  0.25631  0.45506  -0.436
H  2.90044  -0.79613  1.38664  0.141
H  3.20733  0.81859  0.63713  -0.381
H  5.38768  -0.97457  2.08448  0.321
H  4.93871  0.69060  2.43774  0.424
H  6.89502  -0.09172  0.67506  0.435
H  5.92903  1.32846  0.26606  0.137
O  -1.85332  -1.65019  1.35400  -0.582
C  -1.33097  -0.63633  0.94695  0.269
O  -1.39495  -0.23333  -0.31913  -0.274
C  -0.55015  0.91787  -0.53523  1.191
C  0.00980  1.35298  0.81088  0.469
C  -0.57365  0.31863  1.78698  0.244
H  -1.09782  1.70290  -1.05986  -0.893
H  0.23917  0.58552  -1.21259  -0.027
H  -0.12430  2.40497  1.04187  0.580
H  1.08870  1.21708  0.71713  -0.851
H  -1.18273  0.97295  2.41315  0.309
H  0.12420  -0.21573  2.42747  -0.313

As for the net charge: 0. Its HOMO energy is -9.932 eV. The value obtained for the HOMO-LUMO gap is 9.788 eV. As for the SMILES: O=C1CCCO1.O=C1CCCO1.O=C1CCCO1.O=C1CCCO1.O=C1CCCO1.O=C1CCCO1.O=C1CCCO1.O=C1CCCO1.O=C1CCCO1.O=C1CCCO1. The multiplicity is 1.



No. 4
C10H19CoN5S as an isolated structure. Source: OMol25; level of theory: ωB97M-V with the def2-TZVPD basis set.

Last column: Mulliken charge in e.
Geometry (Å):
Co  -0.36619  -0.27624  0.29918  -0.515
C  -0.47847  1.37735  2.58621  -0.708
C  0.93663  0.82414  2.38865  -0.529
N  1.20055  0.67500  0.92608  -0.068
C  1.36963  1.96195  0.18018  -0.622
C  0.80106  1.74894  -1.20476  -0.623
N  -0.48515  0.97080  -1.10583  0.070
C  -1.74362  1.75766  -0.88082  -0.740
C  -1.81902  2.14748  0.57727  -0.569
N  -1.34601  0.97951  1.40927  -0.097
H  -0.49061  2.46158  2.67746  0.381
H  -0.90621  0.97499  3.50245  0.414
H  1.03946  -0.16835  2.83378  0.385
H  1.68587  1.46825  2.85291  0.410
H  2.04563  0.11474  0.81597  0.378
H  2.42063  2.24865  0.14250  0.513
H  0.84881  2.74343  0.72638  0.239
H  1.48519  1.14797  -1.80643  0.397
H  0.62866  2.68267  -1.74186  0.408
H  -0.60879  0.47211  -1.98826  0.461
H  -2.57115  1.10488  -1.15926  0.441
H  -1.76319  2.62708  -1.54002  0.408
H  -2.83728  2.41831  0.85554  0.522
H  -1.19155  3.00558  0.79966  0.254
H  -2.17711  0.52723  1.78690  0.519
S  -2.01722  -1.78953  0.07946  -0.297
C  -0.68972  -2.60122  -0.65797  0.340
N  -0.66647  -3.85766  -1.13241  0.052
C  0.44059  -4.38895  -1.70383  -0.034
C  1.57866  -3.62837  -1.79734  -0.922
C  1.53049  -2.33689  -1.28855  0.405
N  0.41635  -1.84163  -0.74113  0.007
H  -1.51250  -4.42169  -1.05848  0.328
H  0.36067  -5.40872  -2.06172  0.454
H  2.47758  -4.02425  -2.24778  0.461
H  2.40379  -1.69678  -1.32339  0.478

As for the net charge: +3. Its HOMO energy (alpha / beta) is -20.094 / -20.094 eV. The value obtained for the HOMO-LUMO gap (alpha / beta) is 7.777 / 7.776 eV. The multiplicity is 1.



No. 5
A 2-piece molecular cluster, C5H11N7 overall in a non-equilibrium geometry. Source: OMol25; level of theory: ωB97M-V with the def2-TZVPD basis set.

Last column: Mulliken charge in e.
Geometry (Å):
C  -2.34224  0.64740  -0.15101  -0.795
C  -1.89310  -0.48905  -0.77724  0.642
C  2.66538  1.79238  0.82352  0.381
C  -0.67694  1.97315  1.10842  0.158
C  0.15639  -1.57230  -1.41487  -1.058
N  -1.59697  1.49133  0.61256  -0.047
N  1.62438  1.30495  0.71601  -0.432
N  -0.50895  -1.19280  0.85639  -0.161
N  3.84333  2.33884  0.93559  -0.396
N  0.51171  -1.68197  1.42656  -0.469
N  -2.81305  -1.04954  -1.54510  -0.381
N  -0.72045  -1.13840  -0.39927  0.782
H  -3.21674  1.11102  -0.47690  0.396
H  -0.24160  2.62730  1.74665  0.508
H  1.17699  -1.15423  -1.39473  0.387
H  0.42889  -2.59825  -1.27163  0.509
H  -0.13922  -1.38342  -2.37240  0.381
H  4.19741  2.44667  0.02329  0.249
H  4.17141  2.85919  1.74648  0.271
H  0.45024  -1.94163  2.34621  0.270
H  1.52337  -1.81447  1.00490  0.288
H  -3.80336  -0.62666  -1.52741  0.270
H  -2.79687  -1.94952  -2.01606  0.246

As for the net charge: +2. Its HOMO energy is -16.268 eV. The value obtained for the HOMO-LUMO gap is 7.927 eV. The multiplicity is 1.



No. 6
C29H28BrIMnNOS2Si as an isolated structure. Source: OMol25; level of theory: ωB97M-V with the def2-TZVPD basis set.

Last column: Mulliken charge in e.
Geometry (Å):
Mn  0.02926  1.21517  -0.76699  0.175
S  0.61790  3.62453  -1.11726  -0.418
C  -0.49583  3.30152  -2.37659  0.588
N  -0.97183  2.09183  -2.55705  -0.074
C  -1.81857  2.00491  -3.64208  -0.542
C  -2.42397  0.84029  -4.10915  -0.079
C  -3.25382  0.91976  -5.21163  -0.679
C  -3.48428  2.13851  -5.85491  -0.445
C  -2.87487  3.29910  -5.40872  -0.460
C  -2.03858  3.22269  -4.30264  0.621
S  -1.10549  4.47646  -3.53018  -0.310
H  -2.22298  -0.09793  -3.61101  0.356
H  -3.72836  0.02178  -5.58606  0.374
H  -4.13693  2.17600  -6.71754  0.356
H  -3.04059  4.24141  -5.91476  0.365
C  1.93566  4.79587  3.39321  -0.367
C  2.95186  4.65010  2.46104  -0.538
C  2.99970  3.51675  1.65860  -0.274
C  2.04282  2.50657  1.77530  0.213
C  1.01753  2.68036  2.70884  0.082
C  0.96572  3.80813  3.51318  -0.749
Si  2.08312  1.01290  0.62656  0.867
C  2.14578  -0.52786  1.70160  0.677
C  3.32236  -1.24398  1.91970  -0.583
C  3.34591  -2.33921  2.77384  -0.562
C  2.18519  -2.74145  3.42029  -0.527
C  0.99917  -2.05384  3.19586  -0.500
C  0.98198  -0.96007  2.34217  0.522
H  1.89149  5.68050  4.01698  0.365
H  3.70582  5.42071  2.35332  0.359
H  3.79296  3.41906  0.92543  0.324
H  0.23365  1.93605  2.78943  0.079
H  0.15864  3.92503  4.22619  0.380
H  3.34940  1.11051  -0.14362  -0.287
H  4.23441  -0.94417  1.41546  0.320
H  4.26954  -2.88387  2.92901  0.375
H  2.20273  -3.59569  4.08705  0.424
H  0.08298  -2.37630  3.67719  0.354
H  0.05331  -0.44103  2.13842  -0.779
C  -2.43160  -0.98200  1.39457  -1.775
C  -2.52152  0.38500  0.70949  2.203
C  -3.42523  1.31063  1.53004  -1.933
C  -3.11632  0.19442  -0.68665  -1.854
O  -1.25353  0.96321  0.63222  -0.484
H  -3.40786  -1.47323  1.42859  0.498
H  -2.07100  -0.86733  2.41990  0.409
H  -1.73370  -1.62494  0.85019  0.266
H  -4.43039  0.89611  1.65063  0.375
H  -3.50000  2.28143  1.03685  0.372
H  -2.98654  1.46448  2.51813  0.416
H  -4.11227  -0.25649  -0.64497  0.494
H  -2.46723  -0.46012  -1.27456  0.191
H  -3.19147  1.15773  -1.19418  0.380
Br  1.58410  -5.20897  -4.00897  -0.215
C  1.67891  -5.24446  -2.11216  -0.477
C  1.91933  -6.44131  -1.44398  -0.169
C  1.98128  -6.43300  -0.05679  -0.650
C  1.80910  -5.25372  0.65995  -0.287
C  1.56837  -4.05354  -0.00744  0.721
C  1.51194  -4.11072  -1.37609  0.003
I  1.06880  -0.97744  -1.95531  -0.434
H  2.05447  -7.35773  -2.00423  0.378
H  2.16829  -7.36105  0.46870  0.342
H  1.86595  -5.25816  1.74102  0.380
H  1.43534  -3.11990  0.52655  -0.153

As for the net charge: -1. Its HOMO energy (alpha / beta) is -5.082 / -4.828 eV. The value obtained for the HOMO-LUMO gap (alpha / beta) is 7.146 / 6.833 eV. The multiplicity is 6.



Relative energy (zero: lowest compared OMol25 entry of this formula, charge and spin): 2.6151 1.0479 2.3142 0.0000 1.7786 0.0000 (eV)
Electronic energy: -2948.7032 -3016.8259 -3064.9990 -2446.1692 -579.6290 -6360.5719 (Eh)